Entry 1:
C23H47N2O10S4 | wB97M-V/def2-TZVPD

Summary:
Energy   -3359.203869 Eh
Orbital gap   4.8214 eV
LUMO level   1.492 eV
Net charge   -1

Last columns: bonded neighbours and bond lengths (Å).
Atoms and positions in Å:
1 H -3.90785 4.05324 5.00806  C43 1.090
2 H 3.52508 -0.69348 -1.65817  C33 1.087
3 H -2.90911 1.36446 1.29043  C84 1.082
4 H -5.49739 3.67483 -0.44426  C75 1.093
5 H -4.83796 2.50502 6.99352  C72 1.092
6 H 6.20115 -2.98167 1.50893  C53 1.088
7 C 4.54647 -0.68325 -6.58633  H15 1.088, S20 1.790, C76 1.525, H83 1.090
8 O -6.62139 3.02895 3.09270  S36 1.437
9 H 4.70954 -1.84479 2.99960  C18 1.088
10 H -0.74520 -0.80031 1.07032  N28 1.005
11 S 2.09651 -2.33208 -0.68053  C33 1.796, C52 1.789, O70 1.446, O85 1.440
12 H -3.04894 3.75514 -0.02876  C39 1.094
13 H 3.31400 -2.07342 -3.56248  C73 1.094
14 H 3.96739 2.63329 -6.59968  C27 1.088
15 H 3.78356 -1.45261 -6.49044  C7 1.088
16 H -6.82570 4.50952 5.82462  C68 1.092
17 H -5.61412 0.87207 5.46658  C42 1.087
18 C 4.82161 -2.90865 3.19919  H9 1.088, H46 1.091, C53 1.532, C77 1.535
19 H -5.39669 4.88558 6.79055  C68 1.090
20 S 4.23781 0.61541 -5.39420  C7 1.790, C27 1.797, O45 1.440, O50 1.439
21 H 1.81059 -0.21224 -1.69215  C33 1.089
22 H 5.59849 2.50475 -5.89767  C27 1.087
23 H 5.19422 2.01525 -8.56729  C47 1.089
24 H 6.61963 -2.59453 4.36283  C77 1.093
25 O -4.35082 1.99658 3.42155  S36 1.435
26 H -0.70846 1.34860 -0.60617  C35 1.088
27 C 4.81246 1.97051 -6.42477  H14 1.088, S20 1.797, H22 1.087, C47 1.534
28 N -1.37989 -0.34429 0.43863  H10 1.005, C35 1.481, H54 1.006
29 H 1.29127 -3.38869 -4.03162  C66 1.089
30 H -0.13847 1.25381 1.05885  C35 1.093
31 H 4.74892 -3.98740 1.30396  C53 1.084
32 H -6.55271 2.61183 7.37065  C72 1.090
33 C 2.50974 -1.03230 -1.84865  H2 1.087, S11 1.796, H21 1.089, C73 1.532
34 H -1.85597 2.70910 1.63315  C84 1.088
35 C -1.00059 1.08685 0.40878  H26 1.088, N28 1.481, H30 1.093, C84 1.543
36 S -5.50273 2.68669 3.92770  O8 1.437, O25 1.435, C42 1.798, C43 1.792
37 H 0.31488 -2.32460 -3.01827  C66 1.092
38 C -4.14369 2.07613 -0.75964  C39 1.559, H60 1.084, C75 1.519, H82 1.081
39 C -2.79492 2.73971 -0.34579  H12 1.094, C38 1.559, H71 1.087, C84 1.547
40 H 0.86260 -4.18873 -1.52371  C52 1.088
41 H 6.85210 -4.93685 5.04325  C55 1.088
42 C -6.11746 1.83146 5.38457  H17 1.087, S36 1.798, H48 1.088, C72 1.534
43 C -4.96768 4.16786 4.78211  H1 1.090, S36 1.792, C68 1.526, H74 1.087
44 C -6.58841 -0.54468 -0.30005  C49 1.562, O51 1.259, O64 1.243
45 O 5.12689 0.45114 -4.27310  S20 1.440
46 H 3.82279 -3.31677 3.36311  C18 1.091
47 C 5.31440 1.33335 -7.72693  H23 1.089, C27 1.534, H69 1.092, C76 1.535
48 H -7.18639 1.67856 5.25116  C42 1.088
49 C -6.36145 0.62559 0.70867  C44 1.562, H56 1.089, H57 1.091, N80 1.482
50 O 2.81572 0.75186 -5.22084  S20 1.439
51 O -6.12511 -0.37115 -1.45734  C44 1.259
52 C 1.67527 -3.57118 -1.89961  S11 1.789, H40 1.088, C66 1.526, H81 1.090
53 C 5.48183 -3.62224 2.01503  H6 1.088, C18 1.532, H31 1.084, S59 1.795
54 H -1.22410 -0.74152 -0.47248  N28 1.006
55 C 6.00430 -4.66104 4.42025  H41 1.088, H58 1.090, S59 1.791, C77 1.525
56 H -7.18169 0.55251 1.42117  C49 1.089
57 H -5.42318 0.51093 1.25384  C49 1.091
58 H 5.13000 -5.25117 4.69307  C55 1.090
59 S 6.38102 -5.01420 2.70503  C53 1.795, C55 1.791, O65 1.444, O78 1.441
60 H -4.26626 2.25894 -1.82098  C38 1.084
61 H -4.91238 2.96300 1.05689  C75 1.104
62 H -7.14170 2.47004 0.62472  N80 1.011
63 H 4.96651 -0.58564 -8.71732  C76 1.089
64 O -7.20742 -1.53540 0.12417  C44 1.243
65 O 7.79454 -4.80936 2.49591  S59 1.444
66 C 1.30772 -2.76274 -3.14030  H29 1.089, H37 1.092, C52 1.526, C73 1.535
67 H 3.50015 0.26039 -8.22075  C76 1.092
68 C -5.80643 4.19242 6.05613  H16 1.092, H19 1.090, C43 1.526, C72 1.535
69 H 6.37863 1.10560 -7.63938  C47 1.092
70 O 3.28772 -2.74358 0.02915  S11 1.446
71 H -2.11947 2.82825 -1.19333  C39 1.087
72 C -5.81808 2.74868 6.57770  H5 1.092, H32 1.090, C42 1.534, C68 1.535
73 C 2.35790 -1.64730 -3.24328  H13 1.094, C33 1.532, C66 1.535, H79 1.081
74 H -5.12357 5.03197 4.14076  C43 1.087
75 C -5.26285 2.72248 0.03812  H4 1.093, C38 1.519, H61 1.104, N80 1.457
76 C 4.52860 0.03114 -7.93407  C7 1.525, C47 1.535, H63 1.089, H67 1.092
77 C 5.69271 -3.16823 4.43611  C18 1.535, H24 1.093, C55 1.525, H86 1.089
78 O 5.74044 -6.24791 2.32447  S59 1.441
79 H 2.07650 -0.89563 -3.96761  C73 1.081
80 N -6.49584 1.94618 0.04969  C49 1.482, H62 1.011, C75 1.457
81 H 2.56248 -4.18083 -2.07046  C52 1.090
82 H -4.06305 1.01449 -0.57041  C38 1.081
83 H 5.53015 -1.10016 -6.37236  C7 1.090
84 C -2.15450 2.00784 0.85690  H3 1.082, H34 1.088, C35 1.543, C39 1.547
85 O 0.89738 -1.95525 0.02232  S11 1.440
86 H 5.18797 -2.87613 5.35626  C77 1.089



Entry 2:
C23H48B2F5N3O8P | wB97M-V/def2-TZVPD

Summary:
Energy   -2561.648082 Eh
Orbital gap   7.0696 eV
LUMO level   2.273 eV
Net charge   -1

Last columns: bonded neighbours and bond lengths (Å).
Atoms and positions in Å:
1 C -1.29511 -4.56873 -0.45365  C20 1.533, H36 1.096, H65 1.094, N84 1.465
2 H 4.56990 -1.96448 -3.13515  C55 1.095
3 B -1.47563 2.84359 2.03477  O10 1.506, C23 1.650, O50 1.515, B70 1.686
4 O 6.17730 -1.15344 -1.16585  C22 1.421, C78 1.420
5 O -2.12068 -5.52469 -4.49603  C13 1.418, C14 1.426
6 C 3.05911 5.18983 1.58924  F38 1.387, C48 1.590, F53 1.361, F77 1.386
7 H 0.58243 3.46523 4.96833  C12 1.136
8 H 2.40850 2.87324 3.74175  C87 1.130
9 H -3.43972 5.76628 2.12170  C39 1.123
10 O -2.92848 2.51256 2.25126  B3 1.506, C63 1.414
11 H -2.28579 0.31216 0.03891  C46 1.121
12 C 0.37451 3.68152 3.87297  H7 1.136, C23 1.588, H57 1.120, C87 1.584
13 C -0.81552 -5.61113 -5.04267  O5 1.418, H41 1.094, H61 1.094, H64 1.091
14 C -2.38999 -6.51927 -3.50988  O5 1.426, C56 1.524, H66 1.095, H74 1.094
15 H -3.61578 0.49177 2.45864  C63 1.131
16 O -1.41148 -2.28881 -1.41791  C20 1.420, C43 1.417
17 F 1.95256 6.02507 3.63832  C48 1.376
18 C -1.37410 -0.50566 2.03163  C44 1.212, C46 1.581
19 H -3.85611 7.77460 0.80400  C69 1.129
20 C -2.04644 -3.23836 -0.57360  C1 1.533, O16 1.420, H28 1.094, H35 1.096
21 H 2.13765 1.69182 0.61587  C45 1.090
22 C 5.61311 -0.37672 -0.11823  O4 1.421, H26 1.092, H71 1.092, H82 1.091
23 C -0.54421 2.49572 3.35154  B3 1.650, C12 1.588, H68 1.133, H81 1.130
24 H -2.48184 7.32037 -0.36965  C69 1.130
25 H -0.97233 -3.07638 -3.28043  C43 1.093
26 H 5.27444 -0.99084 0.71938  C22 1.092
27 H -0.53821 -2.23188 3.32342  C44 1.108
28 H -2.05531 -2.78542 0.42263  C20 1.094
29 H 0.76352 -1.27277 -0.45742  C60 1.094
30 H -4.33375 0.24547 -0.61683  P37 1.439
31 H -3.23118 -5.07165 -2.19855  C56 1.096
32 H 0.69924 0.85384 0.01392  C45 1.090
33 H 2.22124 0.85269 -0.94195  C45 1.096
34 O 2.18002 -0.33525 0.76721  C45 1.406, C60 1.419
35 H -3.09857 -3.36806 -0.85219  C20 1.096
36 H -1.73092 -5.15330 0.36402  C1 1.096
37 P -4.60607 1.29822 0.32623  H30 1.439, N51 1.609, C63 1.877, H83 1.434
38 F 3.66375 6.42765 1.42540  C6 1.387
39 C -2.76925 5.85362 1.22504  H9 1.123, O42 1.450, C69 1.596, H73 1.131
40 H 5.46205 -2.93120 -0.35569  C78 1.096
41 H -0.60558 -6.62315 -5.40236  C13 1.094
42 O -1.37887 5.57875 1.53222  C39 1.450, B70 1.457
43 C -1.70754 -2.42888 -2.79669  O16 1.417, H25 1.093, H62 1.092, H80 1.093
44 C -0.89775 -1.34657 2.76269  C18 1.212, H27 1.108
45 C 1.78792 0.81840 0.06469  H21 1.090, H32 1.090, H33 1.096, O34 1.406
46 C -1.95035 0.60713 1.06687  H11 1.121, C18 1.581, O50 1.407, C63 1.649
47 H 4.08140 -3.49848 -2.43140  C55 1.096
48 C 2.58791 4.93623 3.08607  C6 1.590, F17 1.376, F85 1.416, C87 1.570
49 H 1.64492 3.09928 2.13834  C87 1.126
50 O -1.09991 1.72737 1.08214  B3 1.515, C46 1.407
51 N -6.08903 1.03841 0.89276  P37 1.609, H54 1.023
52 H -0.76340 -4.87906 -2.38070  N84 1.013
53 F 2.02820 5.08424 0.70716  C6 1.361
54 H -6.68445 1.83650 0.65964  N51 1.023
55 C 4.33459 -2.46013 -2.18802  H2 1.095, H47 1.096, C78 1.534, N79 1.462
56 C -2.50617 -5.89090 -2.12664  C14 1.524, H31 1.096, H59 1.095, N84 1.460
57 H -0.10186 4.69465 3.85049  C12 1.120
58 C 2.63230 -2.39433 -0.42637  C60 1.524, H72 1.096, N79 1.462, H89 1.097
59 H -2.89909 -6.63377 -1.42438  C56 1.095
60 C 1.58227 -1.50527 0.23016  H29 1.094, O34 1.419, C58 1.524, H88 1.094
61 H -0.06029 -5.31127 -4.31041  C13 1.094
62 H -1.62058 -1.44398 -3.26006  C43 1.092
63 C -3.32209 1.27324 1.69540  O10 1.414, H15 1.131, P37 1.877, C46 1.649
64 H -0.76059 -4.92661 -5.89026  C13 1.091
65 H -0.26459 -4.34256 -0.16291  C1 1.094
66 H -1.64741 -7.32398 -3.52299  C14 1.095
67 O -0.63455 4.06605 -0.24882  B70 1.448, H90 0.979
68 H 0.15161 1.64497 3.07506  C23 1.133
69 C -2.80868 7.36425 0.71128  H19 1.129, H24 1.130, C39 1.596, H86 1.125
70 B -1.14516 4.20707 1.09888  B3 1.686, O42 1.457, O67 1.448
71 H 6.38368 0.30579 0.24571  C22 1.092
72 H 2.18847 -3.36938 -0.65783  C58 1.096
73 H -3.15019 5.14233 0.43189  C39 1.131
74 H -3.35700 -6.96099 -3.76961  C14 1.094
75 H 6.35691 -3.03618 -1.85319  C78 1.095
76 H 3.37832 -0.82573 -1.48188  N79 1.013
77 F 4.05508 4.27046 1.29973  C6 1.386
78 C 5.60281 -2.44218 -1.32601  O4 1.420, H40 1.096, C55 1.534, H75 1.095
79 N 3.14551 -1.79624 -1.65754  C55 1.462, C58 1.462, H76 1.013
80 H -2.72010 -2.80242 -2.96978  C43 1.093
81 H -1.18828 2.12416 4.20229  C23 1.130
82 H 4.79411 0.23702 -0.49734  C22 1.091
83 H -4.58972 2.56223 -0.35149  P37 1.434
84 N -1.21210 -5.41421 -1.64667  C1 1.465, H52 1.013, C56 1.460
85 F 3.78925 4.75967 3.81367  C48 1.416
86 H -2.06810 7.95095 1.32268  C69 1.125
87 C 1.77660 3.59293 3.14183  H8 1.130, C12 1.584, C48 1.570, H49 1.126
88 H 1.15239 -2.04695 1.07782  C60 1.094
89 H 3.43458 -2.54858 0.30570  C58 1.097
90 H -1.37819 4.32252 -0.83230  O67 0.979



Entry 3:
C23H48Br2ClIN5O8P2S | wB97M-V/def2-TZVPD

Summary:
Energy   -8767.252326 Eh
Orbital gap   6.7681 eV
LUMO level   -3.325 eV
Net charge   +1

Last columns: bonded neighbours and bond lengths (Å).
Atoms and positions in Å:
1 H -2.17356 2.11075 -6.12108  O8 0.969
2 H -6.35757 -0.76939 -2.23228  C82 1.088
3 H 2.36415 -0.40220 0.66767  C84 1.092
4 C 5.69239 5.72515 1.53649  O25 1.415, H52 1.089, H55 1.095, H60 1.093
5 N -4.62494 0.30107 -1.54753  C46 1.561, C49 1.520, C71 1.555, C82 1.572
6 C 0.81170 -3.91220 4.12922  H10 1.094, H11 1.094, H35 1.090, O47 1.414
7 N 6.82776 2.58986 2.34667  H21 1.011, C75 1.459, C85 1.458
8 O -1.88748 1.21324 -5.89395  H1 0.969, P42 1.597
9 C 5.47455 0.49024 1.79789  H34 1.096, O63 1.420, C75 1.525, H89 1.094
10 H -0.14437 -3.73615 3.62760  C6 1.094
11 H 1.56484 -3.22485 3.73296  C6 1.094
12 C 7.41710 4.30992 0.70133  O25 1.424, H27 1.093, H59 1.093, C85 1.514
13 O -4.38236 -1.64716 -3.97062  C72 1.419, C81 1.402
14 N -3.86828 -3.04234 -2.18828  H66 1.009, C72 1.435, H87 1.012
15 P -2.16415 -0.09214 -3.08943  P42 2.193, C71 1.940, H78 1.401
16 C 1.78994 -5.71293 1.65229  H32 1.095, N43 1.462, H51 1.092, C79 1.525
17 H 8.39711 2.42969 0.97804  C85 1.094
18 H -5.75079 -0.06673 -4.18324  C81 1.091
19 H -4.21449 0.06004 -5.01269  C81 1.089
20 C 0.77311 -2.41551 0.12224  C28 1.514, H38 1.098, O70 1.423, H88 1.094
21 H 5.97299 3.12145 2.44552  N7 1.011
22 H -5.12199 3.91445 -1.59603  C29 1.086
23 H -0.20223 -5.67535 2.57217  C79 1.097
24 H -1.11094 1.87327 1.17351  C76 1.087
25 O 6.10099 4.82437 0.52452  C4 1.415, C12 1.424
26 O -0.86923 2.61591 -3.97460  P42 1.468
27 H 7.96013 4.86441 1.47139  C12 1.093
28 C 0.66315 -3.88575 0.46580  C20 1.514, H41 1.094, N43 1.455, H54 1.100
29 C -5.64022 3.80766 -0.64794  H22 1.086, C36 1.553, H37 1.094, H64 1.086
30 H 2.16631 -3.73048 1.81084  N43 1.012
31 H 6.22297 1.13795 3.68095  C75 1.093
32 H 1.52284 -6.41289 0.85422  C16 1.095
33 H 2.80898 -1.68931 1.81953  C84 1.093
34 H 5.71607 0.48441 0.72862  C9 1.096
35 H 0.69330 -3.69446 5.19066  C6 1.090
36 C -5.64079 2.35362 -0.10359  C29 1.553, C46 1.536, H57 1.086, H77 1.094
37 H -5.05998 4.39128 0.07215  C29 1.094
38 H -0.11965 -2.12471 -0.44636  C20 1.098
39 C -2.69487 1.13930 -0.07628  C49 1.345, Br73 1.886, C76 1.508
40 O 0.18882 0.41677 -4.66279  P42 1.595, H67 0.969
41 H 0.47142 -4.45401 -0.44970  C28 1.094
42 P -1.14886 1.26618 -4.47954  O8 1.597, P15 2.193, O26 1.468, O40 1.595
43 N 1.88924 -4.37208 1.07931  C16 1.462, C28 1.455, H30 1.012
44 Cl -4.03884 2.20693 -3.63364  C71 1.803
45 H 0.85002 -6.98714 3.06481  C79 1.093
46 C -5.82544 1.18197 -1.07958  N5 1.561, C36 1.536, I65 2.184, H86 1.082
47 O 1.22558 -5.25969 4.01361  C6 1.414, C79 1.415
48 C 3.80464 2.10909 1.22703  H53 1.093, O63 1.416, H74 1.092, H91 1.093
49 C -3.57520 0.19565 -0.45369  N5 1.520, C39 1.345, Br58 1.914
50 S -8.32549 -2.87152 -0.44465  C83 1.551
51 H 2.79142 -5.98872 1.98956  C16 1.092
52 H 4.74156 6.15565 1.22600  C4 1.089
53 H 4.30971 2.11285 0.25801  C48 1.093
54 H -0.20622 -4.00472 1.12925  C28 1.100
55 H 5.54829 5.22025 2.49794  C4 1.095
56 H -0.98359 0.15477 0.81797  C76 1.093
57 H -4.82945 2.23224 0.60832  C36 1.086
58 Br -3.28117 -1.41488 0.53837  C49 1.914
59 H 7.94584 4.44817 -0.24567  C12 1.093
60 H 6.41664 6.53477 1.66162  C4 1.093
61 H -5.74287 -2.75100 -2.94819  C72 1.099
62 N -5.81842 -1.71687 -0.56221  C82 1.454, C83 1.220
63 O 4.15657 0.97784 2.00300  C9 1.420, C48 1.416
64 H -6.63577 4.24081 -0.64138  C29 1.086
65 I -7.25586 1.82286 -2.60011  C46 2.184
66 H -4.22465 -3.98206 -2.09811  N14 1.009
67 H 0.85663 0.97769 -5.08608  O40 0.969
68 H 6.79003 2.34100 0.23213  C85 1.099
69 H 1.89672 -0.27887 2.36999  C84 1.087
70 O 0.78904 -1.61160 1.29590  C20 1.423, C84 1.424
71 C -3.99205 0.54076 -2.94746  N5 1.555, P15 1.940, Cl44 1.803, C81 1.572
72 C -4.85155 -2.14679 -2.72833  O13 1.419, N14 1.435, H61 1.099, C82 1.555
73 Br -2.49010 2.83172 -0.88344  C39 1.886
74 H 2.72599 2.07003 1.05847  C48 1.092
75 C 6.53987 1.18896 2.63637  N7 1.459, C9 1.525, H31 1.093, H90 1.094
76 C -1.68717 0.96306 1.03190  H24 1.087, C39 1.508, H56 1.093, H80 1.091
77 H -6.53077 2.34950 0.53298  C36 1.094
78 H -1.42850 0.19498 -1.93203  P15 1.401
79 C 0.83699 -5.92102 2.82501  C16 1.525, H23 1.097, H45 1.093, O47 1.415
80 H -2.21824 0.76149 1.96309  C76 1.091
81 C -4.68502 -0.28387 -4.09252  O13 1.402, H18 1.091, H19 1.089, C71 1.572
82 C -5.40558 -1.04310 -1.78296  H2 1.088, N5 1.572, N62 1.454, C72 1.555
83 C -6.95987 -2.13679 -0.46666  S50 1.551, N62 1.220
84 C 2.03516 -0.96854 1.54150  H3 1.092, H33 1.093, H69 1.087, O70 1.424
85 C 7.38034 2.83021 1.01933  N7 1.458, C12 1.514, H17 1.094, H68 1.099
86 H -6.50418 0.51513 -0.56434  C46 1.082
87 H -3.04700 -3.05285 -2.77937  N14 1.012
88 H 1.64635 -2.22181 -0.50727  C20 1.094
89 H 5.45162 -0.55681 2.11265  C9 1.094
90 H 7.47103 0.61910 2.56197  C75 1.094
91 H 4.01987 3.04085 1.75531  C48 1.093